No. 1
The following is a DFT calculation (wB97M-V/def2-TZVPD) of an isolated ion of composition C5H13N2 and charge +1 in a non-equilibrium geometry.

```
20
Properties=species:S:1:pos:R:3:nbo_charge:R:1
C -0.585 -1.517 -0.386 -0.2594
C 0.424 -0.403 -0.686 -0.1132
C -1.094 0.478 0.547 0.1583
C -2.103 1.156 -0.298 -0.6965
C 2.374 0.781 0.256 -0.4172
N -1.151 -0.944 0.830 -0.6887
N 1.617 -0.482 0.157 -0.5209
H -1.292 -1.606 -1.219 0.2126
H -0.148 -2.507 -0.204 0.2030
H 0.606 -0.076 -1.697 0.2292
H -0.654 1.069 1.344 0.1897
H -2.979 1.375 0.321 0.2497
H -2.424 0.538 -1.131 0.2277
H -1.727 2.106 -0.669 0.2474
H 3.242 0.652 0.892 0.2385
H 2.697 1.095 -0.731 0.2353
H 1.742 1.559 0.671 0.2369
H -2.067 -1.280 1.104 0.3885
H 1.273 -0.772 1.084 0.4501
H 2.248 -1.222 -0.187 0.4289
```

The total energy is -8367.063 eV. As for the gap between HOMO and LUMO: 10.069 eV. The net charge is +1. For the largest force on an atom, the calculation gives 4.0 eV Å⁻¹. Its lowest unoccupied orbital energy is -0.121 Eh. The energy above the lowest of the compared OMol25 structures with the same formula, charge and spin comes out at 361.6 kJ/mol.

No. 2
The following is a DFT calculation (wB97M-V/def2-TZVPD) of an isolated ion of composition C5H13N2 and charge +2 in a non-equilibrium geometry.

```
20
Properties=species:S:1:pos:R:3:nbo_charge:R:1
C -1.268 -0.077 -0.978 -0.3446
N -1.738 -1.434 -0.996 -0.2426
C 0.264 0.104 -0.848 -0.0262
N 0.858 -0.887 0.269 -0.5279
C 0.564 -0.185 1.613 -0.2011
C 0.928 1.237 1.246 -0.4635
C 0.586 1.496 -0.225 -0.4244
H -1.594 0.503 -1.854 0.3526
H -1.672 0.435 -0.102 0.2618
H -1.465 -1.981 -1.828 0.4349
H -2.679 -1.669 -0.651 0.4555
H 0.831 -0.132 -1.750 0.2561
H 0.370 -1.780 0.182 0.4222
H 1.756 -1.057 -0.189 0.4664
H -0.486 -0.320 1.849 0.2324
H 1.324 -0.617 2.255 0.2752
H 1.946 1.456 1.573 0.2707
H 0.357 1.990 1.797 0.2773
H 1.365 2.008 -0.789 0.2835
H -0.310 2.101 -0.329 0.2417
```

The total energy is -8355.811 eV. As for the gap between HOMO and LUMO (alpha / beta): 12.430 / 6.562 eV. Its spin multiplicity is 2. The net charge is +2. For the largest force on an atom, the calculation gives 3.6 eV Å⁻¹. As for the expectation value of S²: 0.75. Its lowest unoccupied orbital energy (alpha / beta) is -0.279 / -0.494 Eh. The energy above the lowest of the compared OMol25 structures with the same formula, charge and spin comes out at 251.7 kJ/mol.

No. 3
The following is a DFT calculation (wB97M-V/def2-TZVPD) of a 2-piece molecular cluster, C5H13N2O overall.

```
21
Properties=species:S:1:pos:R:3:nbo_charge:R:1
C 0.713 -1.862 -1.006 0.0406
C 1.588 -1.734 0.004 -0.1857
N 1.639 -2.769 1.015 -0.8601
N 0.443 -0.915 -1.978 -0.9396
H 0.131 -2.791 -1.033 0.1409
H 2.275 -0.894 0.042 0.1603
H 1.306 -2.418 1.913 0.3439
H 2.584 -3.119 1.142 0.3364
H -0.400 -0.206 -1.634 0.4489
H 0.201 -1.338 -2.859 0.3349
C -1.141 1.793 -0.863 -0.0261
O -1.514 0.555 -1.317 -0.8984
C -0.315 1.714 0.433 -0.4288
C -1.200 1.467 1.660 -0.6114
H -2.008 2.456 -0.659 0.0996
H -0.564 2.374 -1.618 0.1011
H 0.283 2.616 0.622 0.1608
H 0.357 0.861 0.320 0.2070
H -0.631 1.122 2.521 0.1825
H -1.961 0.726 1.401 0.2168
H -1.786 2.362 1.895 0.1764
```

The total energy is -10422.728 eV. As for the gap between HOMO and LUMO: 7.145 eV. The net charge is -1. For the largest force on an atom, the calculation gives 0.8 eV Å⁻¹. Its lowest unoccupied orbital energy is 0.147 Eh. The energy above the lowest of the compared OMol25 structures with the same formula, charge and spin comes out at 93.6 kJ/mol.

No. 4
The following is a DFT calculation (wB97M-V/def2-TZVPD) of C5H13N2O as an isolated structure in a non-equilibrium geometry.

```
21
Properties=species:S:1:pos:R:3:nbo_charge:R:1
C -0.028 -0.800 -1.557 0.0921
N 0.915 -1.360 -2.421 -0.5985
C -0.247 -3.002 0.923 -0.8537
C 0.309 0.283 -0.486 -0.1464
C 0.694 1.670 -1.076 -0.6116
N -0.585 0.089 0.623 -0.6318
C -0.315 1.129 1.764 -0.0011
O -0.719 2.433 1.592 -0.2761
H 0.865 -1.745 -1.238 0.3854
H -1.067 -0.941 -1.402 0.1546
H -0.280 -2.116 1.544 0.2298
H 0.804 -3.330 1.006 0.2100
H -0.486 -2.735 -0.135 0.1968
H -0.887 -3.807 1.272 0.2194
H 1.292 -0.015 -0.093 0.1927
H -0.204 2.013 -1.656 0.2010
H 1.553 1.695 -1.726 0.2397
H 0.771 2.247 -0.153 0.2154
H -1.478 0.537 0.409 0.3523
H 0.933 1.151 1.975 0.2007
H -0.853 0.798 2.632 0.2295
```

The total energy is -10415.802 eV. As for the gap between HOMO and LUMO (alpha / beta): 8.766 / 6.105 eV. Its spin multiplicity is 2. For the largest force on an atom, the calculation gives 5.4 eV Å⁻¹. As for the expectation value of S²: 0.75. Its lowest unoccupied orbital energy (alpha / beta) is 0.015 / -0.083 Eh. The energy above the lowest of the compared OMol25 structures with the same formula, charge and spin comes out at 625.6 kJ/mol.

No. 5
The following is a DFT calculation (wB97M-V/def2-TZVPD) of one molecule with the formula C5H13N2O in a non-equilibrium geometry.

```
21
Properties=species:S:1:pos:R:3:nbo_charge:R:1
C -0.879 0.305 1.903 -0.1252
O -2.279 -0.147 1.941 -0.7940
C -0.466 0.285 0.412 -0.1798
C 0.508 -0.815 -0.006 -0.4730
C 1.497 -0.191 -0.993 0.2054
C 1.452 -0.408 -2.309 -0.5249
N 2.332 0.749 -0.347 -0.8224
N -1.672 0.300 -0.494 -1.0298
H -0.346 -0.397 2.540 0.1819
H -1.059 1.327 2.281 0.1982
H -2.463 -0.767 2.641 0.4759
H -0.214 1.359 0.258 0.2228
H -0.077 -1.549 -0.554 0.2316
H 0.913 -1.292 0.890 0.2202
H 0.949 -1.246 -2.757 0.2148
H 2.053 0.223 -2.953 0.2005
H 2.544 0.440 0.575 0.3702
H 3.138 0.977 -0.918 0.3822
H -2.211 1.215 -0.425 0.2628
H -2.316 -0.463 -0.216 0.4073
H -1.401 0.095 -1.473 0.3753
```

The total energy is -10419.021 eV. As for the gap between HOMO and LUMO (alpha / beta): 3.930 / 9.320 eV. Its spin multiplicity is 2. For the largest force on an atom, the calculation gives 2.9 eV Å⁻¹. As for the expectation value of S²: 0.75. Its lowest unoccupied orbital energy (alpha / beta) is 0.026 / 0.018 Eh. The energy above the lowest of the compared OMol25 structures with the same formula, charge and spin comes out at 315.0 kJ/mol.

No. 6
The following is a DFT calculation (wB97M-V/def2-TZVPD) of one molecule with the formula C5H13N2O in a non-equilibrium geometry.

```
21
Properties=species:S:1:pos:R:3:nbo_charge:R:1
C 0.351 -0.653 -1.119 -0.2264
N -0.714 0.088 -1.880 -0.6600
C -0.418 1.489 -1.835 -0.0610
N -0.525 2.249 -0.588 -0.8472
C -0.256 -1.448 0.120 -0.4398
C 0.712 -1.355 1.293 -0.3601
C 0.487 -0.037 2.263 -0.1100
O 1.452 0.824 2.041 -0.3241
H 1.089 0.057 -0.577 0.1977
H 0.741 -1.441 -1.743 0.2031
H -1.623 -0.319 -1.581 0.3659
H -1.056 2.014 -2.599 0.1842
H 0.625 1.638 -2.153 0.1824
H -1.541 2.308 -0.370 0.3440
H -0.057 1.811 0.197 0.3584
H -1.159 -1.010 0.545 0.1974
H -0.606 -2.430 -0.109 0.2161
H 1.753 -1.221 0.940 0.2180
H 0.786 -2.265 1.874 0.2154
H -0.503 0.354 2.067 0.1464
H 0.463 -0.654 3.216 0.1997
```

The total energy is -10419.850 eV. As for the gap between HOMO and LUMO (alpha / beta): 9.638 / 6.906 eV. Its spin multiplicity is 2. For the largest force on an atom, the calculation gives 2.9 eV Å⁻¹. As for the expectation value of S²: 0.76. Its lowest unoccupied orbital energy (alpha / beta) is 0.035 / -0.065 Eh. The energy above the lowest of the compared OMol25 structures with the same formula, charge and spin comes out at 235.0 kJ/mol.

No. 7
The following is a DFT calculation (wB97M-V/def2-TZVPD) of a 2-piece molecular cluster, C5H13N2O overall in a non-equilibrium geometry.

```
21
Properties=species:S:1:pos:R:3:lowdin_charge:R:1
C 2.940 -2.160 0.666 -0.2379
O 1.851 -2.608 0.108 0.1397
C 3.654 -1.141 -0.333 -0.1158
C 2.749 -0.176 -1.099 -0.1279
C 2.716 1.143 -0.305 -0.4071
C 1.489 1.158 0.804 -0.1342
N 0.470 1.192 -0.206 0.2022
N 3.905 1.616 0.237 0.2412
H 2.638 -1.474 1.537 0.2048
H 3.574 -2.928 1.106 0.1340
H 1.569 2.061 1.403 0.1268
H 4.477 -1.563 -0.917 0.1372
H 4.421 -0.504 0.200 0.1136
H 3.060 0.007 -2.146 0.1495
H 1.736 -0.545 -1.213 0.0992
H 1.357 0.191 1.337 0.1424
H -24.255 -0.225 0.251 -0.0001
H -0.367 1.689 0.123 0.0974
H 4.092 2.586 -0.023 0.0959
H 2.392 1.874 -1.073 0.1388
H -24.468 -0.195 -0.456 0.0001
```

The total energy is -10403.793 eV. As for the gap between HOMO and LUMO: 3.924 eV. The net charge is +1. For the largest force on an atom, the calculation gives 4.4 eV Å⁻¹. Its lowest unoccupied orbital energy is -0.334 Eh. The energy above the lowest of the compared OMol25 structures with the same formula, charge and spin comes out at 1389.6 kJ/mol.

No. 8
The following is a DFT calculation (wB97M-V/def2-TZVPD) of a 2-piece molecular cluster, C5H13N2O overall in a non-equilibrium geometry.

```
21
Properties=species:S:1:pos:R:3:nbo_charge:R:1
C 1.806 -1.007 -0.104 -0.4543
O 1.071 0.285 2.138 -0.6068
C 1.415 0.146 -1.090 -0.4245
C 0.779 1.358 -0.421 -0.3499
C -0.580 1.036 0.306 -0.2592
N -1.185 -1.654 -0.408 -0.5942
C -2.067 -0.743 -0.452 0.2549
N -1.693 0.599 -0.457 -0.4409
H 2.878 -1.174 -0.200 0.2485
H 1.201 -1.889 -0.319 0.2643
H 1.595 -0.629 0.979 0.2998
H 2.314 0.444 -1.666 0.2760
H 0.730 -0.246 -1.842 0.2316
H 0.575 2.068 -1.237 0.2361
H 1.429 1.754 0.350 0.2484
H -0.318 0.327 1.144 0.3051
H -0.873 1.958 0.840 0.2693
H -1.629 -2.567 -0.489 0.3761
H 1.454 0.024 3.003 0.4888
H -3.114 -1.009 -0.330 0.2009
H -2.263 1.299 -0.913 0.4302
```

The total energy is -10409.752 eV. As for the gap between HOMO and LUMO: 4.613 eV. The net charge is +1. For the largest force on an atom, the calculation gives 3.5 eV Å⁻¹. Its lowest unoccupied orbital energy is -0.334 Eh. The energy above the lowest of the compared OMol25 structures with the same formula, charge and spin comes out at 814.8 kJ/mol.

No. 9
The following is a DFT calculation (wB97M-V/def2-TZVPD) of C5H13N2O as an isolated structure in a non-equilibrium geometry.

```
21
Properties=species:S:1:pos:R:3:nbo_charge:R:1
C 2.065 -0.351 0.500 -0.1550
O 0.657 1.827 1.419 -0.7196
C 1.047 -1.123 -0.291 -0.5028
C 0.471 -0.259 -1.387 -0.3998
C -0.535 0.799 -0.942 -0.2693
N -1.707 0.015 1.482 -0.6433
C -2.254 -0.410 0.438 0.2614
N -1.898 0.245 -0.753 -0.5105
H 3.042 -0.252 0.067 0.2459
H 2.098 -0.934 1.405 0.2407
H 1.393 0.924 1.065 0.3823
H 1.516 -1.923 -0.850 0.3363
H 0.165 -1.469 0.278 0.2489
H 0.051 -0.864 -2.265 0.2401
H 1.302 0.205 -1.896 0.2300
H -0.423 1.200 0.084 0.2978
H -0.712 1.578 -1.638 0.2409
H -1.834 -0.456 2.372 0.3776
H 0.865 2.378 2.143 0.5011
H -2.828 -1.286 0.367 0.1854
H -2.482 0.156 -1.598 0.4118
```

The total energy is -10409.972 eV. As for the gap between HOMO and LUMO: 4.318 eV. The net charge is +1. For the largest force on an atom, the calculation gives 4.9 eV Å⁻¹. Its lowest unoccupied orbital energy is -0.314 Eh. The energy above the lowest of the compared OMol25 structures with the same formula, charge and spin comes out at 793.5 kJ/mol.

No. 10
The following is a DFT calculation (wB97M-V/def2-TZVPD) of an isolated ion of composition C5H13N2O and charge +1 in a non-equilibrium geometry.

```
21
Properties=species:S:1:pos:R:3:nbo_charge:R:1
C 0.557 0.486 0.836 -0.0960
C -0.122 -0.817 0.628 0.5017
C -0.178 1.894 0.840 -0.6138
C 2.190 -0.263 -0.898 -0.4190
C -1.502 -1.013 -0.026 -0.2989
N 0.847 0.087 -0.558 -0.4897
N -1.873 0.098 -0.826 -0.8400
O 0.477 -1.831 1.138 -0.5995
H 1.396 0.516 1.574 0.2622
H -0.615 1.965 1.851 0.2400
H -0.821 1.849 -0.034 0.2324
H 0.719 2.567 0.631 0.2373
H 2.799 0.596 -0.921 0.2175
H 2.470 -0.838 0.083 0.2245
H 2.257 -0.655 -1.925 0.2388
H -2.239 -1.046 0.784 0.2374
H -1.582 -1.922 -0.632 0.2319
H 0.082 0.375 -1.227 0.4542
H -2.542 0.656 -0.474 0.3805
H -2.269 -0.076 -1.697 0.3919
H -0.050 -2.626 0.854 0.5064
```

The total energy is -10414.886 eV. As for the gap between HOMO and LUMO: 11.269 eV. The net charge is +1. For the largest force on an atom, the calculation gives 4.2 eV Å⁻¹. Its lowest unoccupied orbital energy is -0.103 Eh. The energy above the lowest of the compared OMol25 structures with the same formula, charge and spin comes out at 319.3 kJ/mol.

No. 11
The following is a DFT calculation (wB97M-V/def2-TZVPD) of a 2-piece molecular cluster, C5H13N2O overall in a non-equilibrium geometry.

```
21
Properties=species:S:1:pos:R:3:nbo_charge:R:1
C -2.749 0.868 0.858 -0.6773
C -1.733 -0.223 0.645 -0.0780
C -1.259 -0.649 -0.588 -0.5016
C 1.712 -0.658 -0.127 -0.3025
C 0.808 0.486 -0.793 0.7245
N 0.752 0.632 -2.147 -0.7569
N 2.113 -0.072 1.205 -0.8228
O 0.685 1.470 -0.006 -0.6127
H -3.204 0.710 1.843 0.2469
H -3.433 0.872 -0.147 0.2365
H -1.343 -0.761 1.547 0.2010
H -1.737 -0.328 -1.544 0.2301
H -0.433 -1.389 -0.536 0.1872
H 1.167 -1.546 -0.060 0.2332
H 2.599 -0.804 -0.721 0.2371
H 0.456 1.523 -2.485 0.4393
H 0.942 -0.202 -2.689 0.4289
H 1.286 1.028 0.853 0.4931
H 2.961 0.472 1.222 0.4183
H 2.070 -0.802 1.913 0.4297
H -2.265 1.870 0.799 0.2460
```

The total energy is -10415.056 eV. As for the gap between HOMO and LUMO: 9.281 eV. The net charge is +1. For the largest force on an atom, the calculation gives 3.2 eV Å⁻¹. Its lowest unoccupied orbital energy is -0.138 Eh. The energy above the lowest of the compared OMol25 structures with the same formula, charge and spin comes out at 303.0 kJ/mol.

No. 12
The following is a DFT calculation (wB97M-V/def2-TZVPD) of a 2-piece molecular cluster, C5H13N2O overall in a non-equilibrium geometry.

```
21
Properties=species:S:1:pos:R:3:nbo_charge:R:1
C 1.395 -0.038 -1.659 -0.2170
C 0.624 1.241 -1.299 -0.4526
C -0.167 1.052 -0.037 -0.3101
C -1.345 0.435 -0.052 -0.0044
N -2.147 0.057 0.994 -0.4327
C -2.464 0.784 1.976 0.0078
N 2.268 -0.435 -0.513 -0.7108
H 0.627 -0.768 -1.776 0.2265
H 2.002 0.112 -2.546 0.2295
H 1.322 2.086 -1.207 0.2239
H 0.099 1.543 -2.197 0.2506
H 0.315 1.389 0.873 0.2082
H -1.755 0.198 -1.031 0.2047
H -2.366 1.869 1.995 0.1728
H -2.923 0.240 2.795 0.1936
H 3.106 -0.921 -0.823 0.4401
H 1.672 -1.107 0.051 0.4777
H 2.471 0.348 0.105 0.4319
H 1.026 -2.821 1.339 0.5042
H -0.238 -2.109 0.765 0.5125
O 0.667 -2.374 0.557 -0.9565
```

The total energy is -10416.053 eV. As for the gap between HOMO and LUMO: 9.317 eV. The net charge is +1. For the largest force on an atom, the calculation gives 1.7 eV Å⁻¹. Its lowest unoccupied orbital energy is -0.116 Eh. The energy above the lowest of the compared OMol25 structures with the same formula, charge and spin comes out at 206.7 kJ/mol.

Q: Which value of energy above the lowest of the compared OMol25 structures with the same formula, charge and spin does entry 12 give?
A: 206.7 kJ/mol